(1)
The following is a quantum chemistry calculation of a cluster of 3 separate species, C12H30N3O2S in total in a non-equilibrium geometry, from the Open Molecules 2025 dataset.

Each line ends with the Mulliken charge.
Geometry (Å):
S (1.658818, 3.105789, 1.928149)  -0.161
O (3.646048, 3.887417, -2.784230)  -0.399
O (-1.489356, -3.211239, 1.407122)  -0.283
N (-1.739215, 1.159178, 1.448146)  0.030
N (-3.664821, -4.881894, 2.410418)  -0.692
N (1.712833, 2.099903, -1.609578)  -0.576
C (3.617061, 3.964401, -4.200755)  -0.646
C (0.243841, 2.032959, 2.086857)  -0.085
C (-1.859314, -6.382516, 1.766690)  -1.378
C (-2.834373, -5.313650, 1.281568)  0.355
C (0.547343, 3.310546, -3.378931)  -1.563
C (1.314190, 3.438675, -2.065736)  0.759
C (-0.973062, 0.153650, 1.591437)  -0.406
C (-2.165453, -4.136615, 0.559529)  -0.827
C (0.428618, 0.610551, 1.462732)  -0.497
C (2.511448, 4.396392, -2.120208)  -0.822
C (-0.974748, 2.411190, 1.269501)  -0.668
C (-0.201743, -3.630721, 1.837698)  -0.566
H (-0.435408, 2.871974, -3.201436)  0.350
H (-4.407125, -4.273193, 2.076200)  0.261
H (-0.781009, 2.544195, 0.207735)  0.280
H (0.518298, 0.803535, 0.389029)  0.138
H (-2.749269, 1.082032, 1.513668)  0.298
H (-2.945062, -3.552861, 0.064306)  0.332
H (-1.351359, -6.088439, 2.684705)  0.294
H (0.385814, -2.736375, 2.059097)  0.135
H (2.221918, 5.367711, -2.542225)  0.498
H (-0.261693, -4.219069, 2.753608)  0.241
H (2.840316, 4.582809, -1.093841)  0.267
H (-1.528278, 3.287323, 1.576491)  0.383
H (2.490630, 1.799289, -2.192165)  0.296
H (-0.143698, 1.860511, 3.085540)  0.319
H (-2.396203, -7.304475, 1.982250)  0.343
H (-3.099195, -4.290314, 3.013434)  0.293
H (-1.283207, -0.856194, 1.790493)  0.633
H (3.136760, 3.087089, -4.638978)  0.225
H (-1.103725, -6.603538, 1.010189)  0.350
H (0.399196, 4.285226, -3.845683)  0.375
H (4.648626, 3.988138, -4.547411)  0.269
H (1.207265, -0.031063, 1.833575)  0.469
H (-3.494425, -5.785173, 0.549008)  0.415
H (3.111488, 4.871554, -4.542055)  0.303
H (-1.484501, -4.486688, -0.225692)  0.415
H (2.616193, 2.287753, 2.380350)  0.188
H (0.620011, 3.852718, -1.324277)  0.189
H (0.313332, -4.202692, 1.063513)  0.322
H (2.116209, 2.179108, -0.680205)  0.231
H (1.059982, 2.665093, -4.089632)  0.315

Cartesian forces (eV/Å) of the 3 atoms listed first:
S -0.007 0.743 -0.140
O -0.080 -0.061 -0.044
O 0.215 0.169 0.030

Results
Gap between HOMO and LUMO, eV: 7.382
Energy relative to the best compared isomer or geometry (same formula, charge and spin), kcal/mol: 0.0
Molar mass, g mol⁻¹: 280.458
Net charge: +1

=====

(2)
The following is a quantum chemistry calculation of the molecule CH4N2O2 in a non-equilibrium geometry, from the Open Molecules 2025 dataset.

Each line ends with the Mulliken charge.
Geometry (Å):
O (0.405248, -0.810915, -0.677460)  -0.253
O (-1.525945, 2.050266, -0.577531)  -0.531
N (-0.909382, 1.045039, -0.157248)  -0.023
N (-0.102440, 0.417432, -0.962411)  0.180
C (0.474726, -0.916300, 0.785495)  -0.517
H (1.430045, -0.612300, 1.302291)  0.252
H (0.134254, 0.846077, -1.943975)  0.267
H (-0.200581, -0.097967, 1.207159)  0.375
H (0.294074, -1.921331, 1.023681)  0.250

Cartesian forces (eV/Å) of the 3 atoms listed first:
O 0.467 -0.006 1.642
O 1.805 -1.663 -0.033
N -1.404 0.877 -0.505

Results
Gap between HOMO and LUMO, eV: 10.150
SMILES: CONN=O
Energy relative to the best compared isomer or geometry (same formula, charge and spin), kcal/mol: 113.3
Molar mass, g mol⁻¹: 76.055
Net charge: 0

=====

(3)
The following is a quantum chemistry calculation of a structure of composition C27H29N4OW in a non-equilibrium geometry, from the Open Molecules 2025 dataset.

Each line ends with the Mulliken charge.
Geometry (Å):
W (0.390702, -0.491991, -0.201117)  1.245
O (1.161516, 1.175795, -1.474731)  -0.570
N (0.322747, -0.054452, 1.805737)  1.352
N (-1.284789, 0.815778, 0.016163)  0.300
N (2.392987, -0.275992, 0.538234)  0.847
N (1.269237, -0.106860, 2.572366)  -1.427
C (-2.642052, 0.585893, 3.987585)  -0.803
C (2.474975, -0.250354, 1.888288)  -0.076
C (-2.515189, 4.066850, -1.208143)  -0.905
C (3.677849, -0.303619, 2.572290)  -0.546
C (2.167304, -2.203951, -2.751924)  -1.802
C (-1.723899, 1.802868, -0.825286)  0.293
C (-2.134357, 3.074034, -0.331911)  -0.177
C (4.775393, -0.336734, 0.454620)  -1.026
C (-2.089290, 2.586618, -3.083909)  -1.060
C (0.447357, -3.343010, 1.882332)  -1.641
C (-0.254741, -1.826146, -2.115252)  -0.803
C (1.260379, -2.731737, -0.448500)  -0.738
C (-0.975355, 0.239579, 2.308932)  0.365
C (-1.325949, -1.966059, -1.245131)  0.866
C (4.849414, -0.359790, 1.841718)  -0.424
C (-1.701559, 1.591001, -2.227836)  -0.422
C (-1.837595, 0.725529, 1.312611)  0.599
C (-1.048972, -2.305925, 0.102705)  -0.256
C (1.066865, -2.204925, -1.731358)  0.756
C (-3.512758, 1.037958, 3.019525)  -0.899
C (1.726151, 2.448219, -1.037577)  -0.706
C (-3.121518, 1.125660, 1.679200)  -0.562
C (-2.741289, -1.730483, -1.660014)  -1.562
C (-2.501007, 3.834953, -2.580318)  -0.609
C (0.236211, -2.775646, 0.515772)  0.614
C (-1.350590, 0.185436, 3.638138)  -0.397
C (3.537617, -0.289332, -0.161766)  -0.365
H (3.663979, -0.278711, 3.653761)  0.615
H (-0.234201, -2.902562, 2.610460)  0.371
H (3.149991, -2.337290, -2.305446)  0.458
H (5.809429, -0.400803, 2.338947)  0.487
H (2.141163, 2.292868, -0.045608)  0.263
H (-3.815561, 1.470561, 0.925391)  0.671
H (-3.273729, -1.108218, -0.939557)  0.319
H (2.507788, 2.745924, -1.731983)  0.336
H (5.673269, -0.347945, -0.147839)  0.498
H (-4.514786, 1.328489, 3.305439)  0.486
H (-0.647931, -0.159902, 4.385353)  0.559
H (-2.103056, 2.407563, -4.150581)  0.511
H (-2.960714, 0.541973, 5.019545)  0.466
H (-1.857897, -2.297893, 0.825597)  0.531
H (1.477650, -3.213338, 2.215232)  0.342
H (-1.437509, 0.615084, -2.612042)  0.511
H (-2.104850, 3.280423, 0.726916)  0.625
H (0.938621, 3.197987, -0.998337)  0.316
H (2.253852, -3.051814, -0.155500)  0.557
H (0.247071, -4.416756, 1.863915)  0.436
H (-0.435353, -1.503908, -3.133497)  0.626
H (0.613918, 1.357407, -2.245362)  0.307
H (2.162784, -1.304085, -3.367423)  0.426
H (2.008598, -3.050167, -3.425403)  0.379
H (-2.820840, -1.298293, -2.654244)  0.390
H (3.440969, -0.258545, -1.238386)  0.708
H (-3.254731, -2.695297, -1.683563)  0.408
H (-2.809527, 4.615551, -3.263060)  0.468
H (-2.814221, 5.032534, -0.824195)  0.468

Cartesian forces (eV/Å) of the 3 atoms listed first:
W -1.863 0.311 -1.665
O -0.007 -0.639 -0.029
N -2.611 -0.460 -0.646

Results
Gap between HOMO and LUMO (spin up / spin down), eV: 4.400 / 4.449
Energy relative to the best compared isomer or geometry (same formula, charge and spin), kcal/mol: 0.0
Molar mass, g mol⁻¹: 609.396
Net charge: +3

=====

(4)
The following is a quantum chemistry calculation of a cluster of 2 separate species, C5H8N2S in total in a non-equilibrium geometry, from the Open Molecules 2025 dataset.

Each line ends with the Mulliken charge.
Geometry (Å):
S (1.496017, -0.000760, 2.250420)  -0.045
N (-1.724944, -1.426434, -1.868124)  -0.512
N (0.083341, 1.764315, -0.686693)  -0.462
C (2.255101, 1.560029, 2.073773)  -0.350
C (0.764624, 1.447420, 0.341537)  0.712
C (0.407478, 0.105363, 0.959302)  -0.173
C (1.813190, 2.219218, 0.989176)  -0.785
C (-1.969565, -2.365810, -0.796980)  -0.626
H (-0.974346, -0.843037, -1.624605)  0.230
H (3.076740, 1.919889, 2.595973)  0.440
H (-1.560086, -1.982953, -2.626979)  0.217
H (-2.118169, -1.871736, 0.246687)  0.217
H (0.083674, 2.654764, -1.127107)  0.231
H (-1.054321, -3.126104, -0.539940)  0.180
H (-2.831921, -3.101835, -0.827826)  0.283
H (2.253187, 3.047672, 0.641386)  0.442

Cartesian forces (eV/Å) of the 3 atoms listed first:
S -1.192 -0.591 -0.206
N -2.473 -0.256 2.288
N -1.125 -1.812 0.449

Results
Gap between HOMO and LUMO, eV: 7.041
Energy relative to the best compared isomer or geometry (same formula, charge and spin), kcal/mol: 119.4
Molar mass, g mol⁻¹: 128.200
Net charge: 0

=====

(5)
The following is a quantum chemistry calculation of the molecule C3H7NO2, from the Open Molecules 2025 dataset.

Each line ends with the Mulliken charge.
Geometry (Å):
O (1.080548, -0.472557, 0.347976)  -0.310
O (-0.014483, 1.245403, -0.609625)  -0.571
N (-2.455754, -0.176627, -0.342048)  -0.611
C (-0.026741, 0.201083, 0.001266)  0.725
C (2.306339, 0.190562, 0.025903)  -0.611
C (-1.297453, -0.494840, 0.471012)  -0.535
H (-2.360150, -0.610520, -1.255829)  0.269
H (-2.445482, 0.826268, -0.514904)  0.274
H (-1.120380, -1.573448, 0.511966)  0.323
H (3.102436, -0.490681, 0.326848)  0.225
H (2.362998, 0.404123, -1.044334)  0.283
H (2.370722, 1.130283, 0.579855)  0.285
H (-1.502605, -0.179051, 1.501913)  0.255

Cartesian forces (eV/Å) of the 3 atoms listed first:
O -0.182 0.093 0.009
O 0.039 -0.446 0.282
N 0.064 0.055 -0.163

Results
Gap between HOMO and LUMO, eV: 10.617
SMILES: COC(=O)CN
Energy relative to the best compared isomer or geometry (same formula, charge and spin), kcal/mol: 20.6
Molar mass, g mol⁻¹: 89.094
Net charge: 0

=====

(6)
The following is a quantum chemistry calculation of the molecule C4H10N2O3, from the Open Molecules 2025 dataset.

Each line ends with the Mulliken charge.
Geometry (Å):
O (-0.886723, 0.019434, 1.879467)  -0.645
O (1.616590, 0.439582, 1.408575)  -0.825
O (-1.284082, -0.854421, -1.526680)  -0.420
N (1.454493, 0.773106, -0.875003)  -0.578
N (1.027290, -1.453431, 0.067241)  -0.599
C (-0.667987, 0.236636, 0.507577)  0.998
C (-1.181346, 1.576377, 0.022715)  -1.498
C (-1.036115, -0.945267, -0.228256)  -0.268
C (1.054454, 0.092653, 0.329034)  0.673
H (1.302661, 0.268790, -1.737073)  0.209
H (2.405411, 1.102306, -0.786017)  0.239
H (-2.220541, 1.707828, 0.330989)  0.387
H (1.838618, -1.769430, -0.465487)  0.260
H (-1.346993, -1.841747, 0.293858)  0.386
H (-1.100147, 1.675827, -1.057512)  0.327
H (1.079612, -1.894918, 0.983485)  0.255
H (-0.007497, 0.235521, 2.272344)  0.408
H (-1.474671, -1.723884, -1.901985)  0.376
H (-0.573026, 2.355040, 0.482729)  0.315

Cartesian forces (eV/Å) of the 3 atoms listed first:
O 0.078 0.001 -0.261
O -0.161 -0.084 -0.151
O 0.113 -0.046 0.381

Results
Gap between HOMO and LUMO, eV: 8.438
Energy relative to the best compared isomer or geometry (same formula, charge and spin), kcal/mol: 73.1
Molar mass, g mol⁻¹: 134.135
Net charge: 0